This record from the OMol25 dataset describes a cluster of 6 separate species, C34H55BBr2Cl2N3O17P2 in total. The level of theory is ωB97M-V/def2-TZVPD.

CARTESIAN COORDINATES (ANGSTROEM)
C (2.640, 3.045, 0.977)
O (2.847, 2.182, -0.157)
C (4.108, 1.537, -0.121)
C (4.022, 0.205, 0.753)
C (2.551, -0.272, 0.688)
C (2.372, -1.736, 1.225)
N (1.058, -2.289, 0.876)
C (0.143, -2.683, 1.698)
C (0.187, -2.361, 3.189)
C (0.281, -0.813, 3.452)
O (-0.527, -0.055, 3.124)
Br (1.828, -0.110, 4.436)
C (-0.925, -3.586, 0.960)
O (-0.239, -4.859, 0.863)
N (-1.125, -5.952, 0.665)
O (-0.615, -6.892, 1.109)
P (-2.407, -3.968, 2.055)
O (-2.028, -4.713, 3.294)
C (-1.062, -2.708, -0.320)
B (-1.586, -3.353, -1.717)
N (-2.169, -4.700, -1.828)
O (-1.541, -2.587, -2.912)
C (-2.079, -1.565, 0.039)
Cl (-3.701, -2.171, -0.535)
C (-1.842, -0.208, -0.702)
C (-3.129, 0.665, -0.462)
Cl (-0.457, 0.744, -0.038)
C (0.454, -2.386, -0.491)
P (1.340, -3.646, -1.614)
O (2.331, -2.772, -2.642)
Br (2.739, -4.907, -0.397)
H (3.559, 3.125, 1.576)
H (1.778, 2.675, 1.580)
H (2.374, 4.068, 0.650)
H (4.931, 2.189, 0.223)
H (4.306, 1.186, -1.159)
H (4.291, 0.504, 1.786)
H (4.752, -0.497, 0.307)
H (1.890, 0.354, 1.312)
H (2.240, -0.268, -0.378)
H (3.194, -2.335, 0.777)
H (2.559, -1.726, 2.313)
H (1.029, -2.819, 3.741)
H (-0.740, -2.666, 3.725)
H (-3.462, -4.628, 1.363)
H (-2.981, -2.745, 2.521)
H (-1.439, -5.374, -2.065)
H (-2.904, -4.708, -2.534)
H (-0.629, -2.444, -3.207)
H (-2.094, -1.331, 1.124)
H (-1.730, -0.356, -1.790)
H (-2.834, 1.724, -0.316)
H (-3.629, 0.366, 0.490)
H (-3.818, 0.650, -1.323)
H (0.562, -1.459, -1.113)
H (3.249, -3.042, -2.453)
O (-3.139, 2.792, -2.688)
C (-3.529, 2.407, -3.752)
O (-3.148, 1.226, -4.306)
C (-3.703, 1.108, -5.627)
C (-4.899, 2.043, -5.641)
C (-4.457, 3.146, -4.690)
H (-2.939, 1.400, -6.352)
H (-3.987, 0.074, -5.812)
H (-5.156, 2.396, -6.638)
H (-5.772, 1.532, -5.230)
H (-3.893, 3.927, -5.204)
H (-5.297, 3.575, -4.149)
O (-4.019, -0.420, 2.168)
C (-4.100, 0.077, 3.263)
O (-4.637, -0.556, 4.326)
C (-4.686, 0.342, 5.452)
C (-3.638, 1.398, 5.160)
C (-3.676, 1.476, 3.641)
H (-5.692, 0.760, 5.518)
H (-4.473, -0.208, 6.366)
H (-3.833, 2.347, 5.656)
H (-2.655, 1.046, 5.484)
H (-4.428, 2.183, 3.286)
H (-2.700, 1.715, 3.222)
O (3.835, 5.370, 2.060)
C (5.019, 5.265, 1.899)
O (5.648, 4.076, 1.698)
C (7.073, 4.284, 1.651)
C (7.249, 5.741, 1.290)
C (6.031, 6.389, 1.933)
H (7.492, 4.045, 2.632)
H (7.515, 3.624, 0.908)
H (8.198, 6.155, 1.629)
H (7.196, 5.860, 0.207)
H (6.217, 6.668, 2.972)
H (5.679, 7.246, 1.365)
O (-7.639, -7.416, -1.804)
C (-7.049, -7.237, -0.781)
O (-5.728, -7.532, -0.611)
C (-5.356, -7.302, 0.755)
C (-6.384, -6.328, 1.291)
C (-7.634, -6.705, 0.512)
H (-5.371, -8.257, 1.286)
H (-4.345, -6.894, 0.793)
H (-6.507, -6.385, 2.373)
H (-6.092, -5.304, 1.040)
H (-8.196, -7.501, 1.002)
H (-8.273, -5.845, 0.327)
O (7.798, 3.898, -1.619)
C (7.275, 4.617, -2.424)
O (6.330, 5.536, -2.102)
C (5.827, 6.154, -3.300)
C (6.914, 5.948, -4.339)
C (7.516, 4.616, -3.916)
H (4.890, 5.665, -3.576)
H (5.632, 7.208, -3.111)
H (6.538, 5.958, -5.361)
H (7.666, 6.735, -4.250)
H (6.989, 3.770, -4.359)
H (8.579, 4.563, -4.139)

Results
Orbital gap ... 0.2643 hartree
Total charge ... +1

Löwdin population analysis, charges in e, atoms 1 to 4:
1. C -0.081
2. O -0.224
3. C -0.209
4. C -0.134


This record from the OMol25 dataset describes a structure of composition C9H7NO. The level of theory is ωB97M-V/def2-TZVPD.

CARTESIAN COORDINATES (ANGSTROEM)
C (-1.350, 0.994, 0.011)
C (-2.262, 0.011, 0.399)
C (-2.065, -1.292, 0.117)
C (0.337, -0.895, -0.078)
C (1.721, -1.311, 0.052)
C (2.778, -0.378, 0.219)
C (2.305, 0.962, -0.022)
C (1.028, 1.310, 0.016)
C (-0.065, 0.424, -0.120)
H (-3.381, 0.028, 0.832)
H (-2.899, -2.071, -0.135)
H (-0.725, -2.922, 0.408)
H (1.687, -2.363, -0.334)
H (3.849, -0.635, 0.353)
H (3.010, 1.869, -0.062)
H (0.865, 2.319, 0.253)
N (-0.742, -1.862, -0.431)
O (-1.471, 2.234, -0.232)

Results
Relative energy (zero: lowest compared OMol25 entry of this formula, charge and spin) ... 423.7 kJ/mol
Orbital gap ... 0.3169 hartree
Total charge ... 0

Löwdin population analysis, charges in e, atoms 1 to 4:
1. C -0.389
2. C -0.043
3. C -0.104
4. C -0.222


This record from the OMol25 dataset describes the molecule C3H8N4. The level of theory is ωB97M-V/def2-TZVPD.

CARTESIAN COORDINATES (ANGSTROEM)
C (-0.348, 0.256, 0.593)
C (1.217, 0.112, 0.499)
C (-0.759, 1.415, 1.339)
N (-1.124, -0.723, 0.347)
N (-0.840, -1.735, -0.428)
N (0.050, -0.338, -1.877)
N (-0.265, -1.499, -1.529)
H (1.537, 0.738, 1.294)
H (1.554, 0.510, -0.480)
H (1.569, -1.047, 0.442)
H (0.222, 1.848, 1.612)
H (-1.347, 1.175, 2.356)
H (-1.498, 2.102, 0.870)
H (0.231, -0.452, -2.851)
H (-0.198, -2.363, -2.187)

Results
Relative energy (zero: lowest compared OMol25 entry of this formula, charge and spin) ... 519.3 kJ/mol
Orbital gap (alpha / beta) ... 0.3211 / 0.3210 hartree
Total charge ... 0

Löwdin population analysis, charges in e, atoms 1 to 4:
1. C -0.424
2. C -0.058
3. C -0.070
4. N 0.021


This record from the OMol25 dataset describes the molecule C29H43NO4S. The level of theory is ωB97M-V/def2-TZVPD.

CARTESIAN COORDINATES (ANGSTROEM)
C (3.834, -0.559, -2.389)
C (2.624, 0.184, -1.817)
C (1.488, 0.248, -2.841)
C (2.143, -0.461, -0.542)
C (1.641, -1.750, -0.538)
C (1.106, -2.329, 0.603)
C (0.654, -3.771, 0.495)
C (-0.506, -3.928, -0.488)
C (1.839, -4.658, 0.095)
C (1.061, -1.581, 1.789)
C (0.180, -2.054, 2.929)
C (-1.160, -1.509, 2.468)
O (-1.949, -2.118, 1.797)
N (-1.363, -0.188, 2.796)
S (-2.180, 0.868, 1.794)
O (-3.528, 0.500, 1.581)
O (-1.918, 2.145, 2.370)
O (-1.297, 0.663, 0.487)
C (-1.792, 1.298, -0.665)
C (-1.371, 2.598, -0.955)
C (-0.353, 3.314, -0.101)
C (0.855, 3.745, -0.938)
C (-0.983, 4.522, 0.595)
C (-1.897, 3.217, -2.083)
C (-2.808, 2.568, -2.893)
C (-3.183, 1.271, -2.603)
C (-2.683, 0.608, -1.488)
C (-3.061, -0.828, -1.226)
C (-2.600, -1.700, -2.398)
C (-4.566, -0.970, -0.997)
C (1.679, -0.321, 1.835)
C (1.924, 0.450, 3.120)
C (1.496, 1.920, 3.056)
C (3.419, 0.352, 3.456)
C (2.208, 0.210, 0.666)
H (3.571, -1.580, -2.654)
H (4.196, -0.056, -3.283)
H (4.639, -0.592, -1.659)
H (2.937, 1.209, -1.584)
H (0.600, 0.698, -2.401)
H (1.226, -0.749, -3.187)
H (1.788, 0.838, -3.704)
H (1.645, -2.316, -1.456)
H (0.299, -4.133, 1.460)
H (-0.227, -3.599, -1.485)
H (-1.353, -3.341, -0.146)
H (-0.805, -4.973, -0.543)
H (2.190, -4.425, -0.907)
H (1.543, -5.704, 0.115)
H (2.668, -4.520, 0.787)
H (0.132, -3.137, 3.001)
H (0.466, -1.652, 3.897)
H (-0.643, 0.292, 3.311)
H (-0.011, 2.616, 0.664)
H (1.267, 2.897, -1.478)
H (1.626, 4.155, -0.288)
H (0.579, 4.511, -1.658)
H (-0.226, 5.055, 1.166)
H (-1.417, 5.207, -0.130)
H (-1.757, 4.188, 1.280)
H (-1.591, 4.223, -2.325)
H (-3.216, 3.070, -3.758)
H (-3.880, 0.763, -3.252)
H (-2.553, -1.162, -0.319)
H (-3.120, -1.428, -3.314)
H (-1.532, -1.580, -2.560)
H (-2.806, -2.746, -2.185)
H (-5.132, -0.632, -1.862)
H (-4.809, -2.012, -0.807)
H (-4.855, -0.385, -0.128)
H (1.387, -0.009, 3.955)
H (1.650, 2.385, 4.028)
H (2.090, 2.469, 2.330)
H (0.446, 2.029, 2.792)
H (3.627, 0.851, 4.400)
H (4.020, 0.819, 2.679)
H (3.721, -0.690, 3.540)
H (2.669, 1.186, 0.691)

Results
Relative energy (zero: lowest compared OMol25 entry of this formula, charge and spin) ... 6.4 kJ/mol
Orbital gap ... 0.3488 hartree
Total charge ... 0

Löwdin population analysis, charges in e, atoms 1 to 4:
1. C -0.058
2. C -0.382
3. C -0.055
4. C -0.181


Taking the records one at a time from the top gives energy values of -9547.65180 -476.99802 -337.95601 -1884.78766 Ha.